No. 1
DFT (the ωB97M-V functional and the def2-TZVPD basis) results for a 12-piece molecular cluster, C47H124N6O18 overall at a distorted geometry.

Properties
Molar mass   1061.53 g/mol
Max |F|   0.06828 hartree/bohr
Energy above the lowest of the compared OMol25 structures with the same formula, charge and spin   3.8 kcal per mole
Gap between HOMO and LUMO   8.99 eV
HOMO energy   -8.403 eV
Total energy   -96533.29054 eV

```
! wB97M-V def2-TZVPD RIJCOSX def2/J DEFGRID3
* xyz 0 1
C 5.380 -0.066 -5.530
O 4.104 0.302 -4.934
C 4.346 0.796 -3.601
C 4.423 2.340 -3.340
N 3.232 2.962 -3.907
C 3.325 4.416 -4.207
C 2.985 5.313 -3.024
O 3.733 4.988 -1.854
C 3.323 5.443 -0.644
H 5.919 0.879 -5.665
H 5.025 -0.467 -6.497
H 5.886 -0.761 -4.901
H 5.186 0.323 -3.105
H 3.478 0.513 -3.031
H 5.349 2.786 -3.704
H 4.332 2.489 -2.263
H 3.086 2.553 -4.810
H 2.665 4.623 -5.000
H 4.359 4.691 -4.609
H 1.898 5.068 -2.779
H 3.039 6.368 -3.267
H 3.999 5.024 0.090
H 2.254 5.141 -0.493
H 3.362 6.528 -0.592
C 0.944 2.206 1.012
O 0.018 3.257 0.843
C 0.331 4.447 1.575
C -0.673 5.496 1.222
N -0.661 6.011 -0.124
C -1.836 6.905 -0.328
C -1.857 7.328 -1.791
O -2.083 6.193 -2.562
C -2.058 6.401 -3.932
H 0.657 1.339 0.425
H 1.182 1.905 2.028
H 1.865 2.570 0.435
H 1.351 4.778 1.405
H 0.245 4.105 2.616
H -0.451 6.360 1.824
H -1.632 5.140 1.658
H -0.613 5.267 -0.758
H -1.743 7.742 0.356
H -2.762 6.335 -0.019
H -0.926 7.730 -2.178
H -2.633 8.110 -1.958
H -2.283 5.454 -4.335
H -1.016 6.698 -4.317
H -2.716 7.204 -4.345
C 2.835 -0.596 1.916
O 2.054 -0.411 3.061
C 2.665 0.037 4.209
C 1.749 -0.134 5.384
N 0.439 0.566 5.286
C -0.308 0.260 6.509
C 0.040 1.141 7.722
O 1.342 0.913 8.331
C 1.342 -0.416 8.936
H 3.438 0.253 1.604
H 2.155 -0.840 1.067
H 3.637 -1.401 1.977
H 3.024 1.117 4.110
H 3.538 -0.560 4.487
H 2.295 0.202 6.226
H 1.704 -1.211 5.365
H -0.019 0.005 4.551
H -0.124 -0.753 6.784
H -1.405 0.446 6.289
H -0.690 1.115 8.519
H 0.165 2.195 7.386
H 2.138 -0.417 9.699
H 1.223 -1.186 8.219
H 0.400 -0.512 9.542
C 2.890 -3.612 -7.740
O 3.666 -3.268 -6.678
C 3.422 -4.044 -5.443
C 3.540 -3.128 -4.244
N 2.970 -3.717 -3.036
C 3.760 -3.508 -1.848
C 3.227 -4.315 -0.686
O 3.266 -5.712 -0.955
C 3.026 -6.414 0.266
H 2.915 -4.683 -8.080
H 3.240 -2.967 -8.561
H 1.838 -3.383 -7.479
H 4.172 -4.868 -5.303
H 2.358 -4.348 -5.477
H 3.063 -2.186 -4.498
H 4.621 -2.996 -4.103
H 2.654 -4.664 -3.143
H 3.613 -2.495 -1.460
H 4.800 -3.683 -1.924
H 2.123 -4.103 -0.504
H 3.803 -4.142 0.193
H 2.173 -5.978 0.773
H 3.853 -6.282 0.974
H 2.939 -7.476 0.127
C 0.216 -4.102 2.853
O -0.585 -5.125 3.425
C -1.588 -5.633 2.647
C -1.028 -6.500 1.494
N -0.552 -5.763 0.330
C -0.337 -6.557 -0.862
C -0.328 -5.688 -2.080
O -1.529 -5.056 -2.367
C -1.377 -4.457 -3.629
H 0.926 -3.707 3.571
H -0.377 -3.231 2.646
H 0.797 -4.424 2.005
H -2.135 -4.761 2.281
H -2.188 -6.323 3.285
H -1.837 -7.163 1.162
H -0.260 -7.118 1.900
H -1.088 -4.909 0.223
H -1.035 -7.355 -1.028
H 0.696 -7.029 -0.878
H -0.191 -6.414 -2.884
H 0.572 -4.982 -2.085
H -1.517 -5.161 -4.436
H -0.434 -3.947 -3.730
H -2.162 -3.685 -3.731
C -2.963 -2.562 4.943
O -3.745 -1.391 4.758
C -4.404 -0.892 5.943
C -4.712 0.579 5.691
N -3.581 1.475 5.822
C -3.851 2.850 5.435
C -4.533 3.648 6.499
O -3.887 3.736 7.795
C -2.654 4.483 7.760
H -2.042 -2.306 5.505
H -2.581 -2.886 3.980
H -3.447 -3.373 5.542
H -3.780 -0.924 6.849
H -5.320 -1.390 6.086
H -5.466 0.823 6.489
H -5.292 0.621 4.788
H -2.870 1.152 5.175
H -4.393 2.821 4.488
H -2.872 3.277 5.299
H -5.504 3.223 6.613
H -4.635 4.699 6.139
H -2.008 4.013 6.982
H -2.193 4.254 8.730
H -2.788 5.514 7.562
C -3.299 -2.946 -0.306
O -2.245 -2.717 0.651
H -3.163 -2.322 -1.159
H -3.191 -3.999 -0.627
H -4.287 -2.839 0.226
H -2.276 -1.781 0.922
C 0.520 -1.762 -5.096
C 0.171 -0.280 -5.300
O 1.210 0.529 -4.749
H 1.418 -1.906 -5.770
H -0.311 -2.440 -5.294
H 0.860 -1.986 -4.048
H -0.809 -0.037 -4.821
H 0.075 0.030 -6.415
H 2.065 0.107 -5.016
C -1.279 2.550 -2.675
C 0.066 3.218 -2.861
O 1.065 2.504 -2.278
H -2.131 3.089 -3.192
H -1.532 2.426 -1.633
H -1.279 1.552 -3.140
H 0.045 4.276 -2.486
H 0.251 3.250 -3.877
H 1.894 2.579 -2.889
C -4.003 -1.000 -4.187
C -4.513 0.029 -5.118
O -5.048 1.162 -4.492
H -3.137 -0.679 -3.650
H -3.760 -1.889 -4.767
H -4.772 -1.435 -3.561
H -5.277 -0.369 -5.740
H -3.682 0.355 -5.777
H -4.433 1.587 -3.915
C -3.859 0.508 1.941
C -2.813 1.260 1.164
O -2.734 2.595 1.614
H -3.471 0.166 2.867
H -4.033 -0.395 1.344
H -4.790 1.067 2.007
H -3.045 1.218 0.136
H -1.806 0.760 1.314
H -1.846 2.937 1.359
C 0.179 -2.137 -1.072
C 0.199 -0.689 -1.338
O 1.494 -0.170 -1.370
H 0.542 -2.222 -0.031
H 0.868 -2.719 -1.654
H -0.823 -2.584 -1.054
H -0.378 -0.175 -0.600
H -0.321 -0.475 -2.320
H 1.376 0.772 -1.682
*
```

***

No. 2
DFT (the ωB97M-V functional and the def2-TZVPD basis) results for a 15-piece molecular cluster, C47H135N17O15 overall at a distorted geometry.

Properties
Molar mass   1178.70 g/mol
Max |F|   0.08496 hartree/bohr
Gap between HOMO and LUMO   8.50 eV
HOMO energy   -8.269 eV
Total energy   -106967.74943 eV

```
! wB97M-V def2-TZVPD RIJCOSX def2/J DEFGRID3
* xyz 0 1
O -1.073 4.840 5.889
H -1.814 5.448 5.663
H -0.299 5.336 5.579
C 4.383 8.329 0.418
C 3.640 7.050 -0.088
C 2.145 7.313 -0.011
O 1.361 6.202 -0.435
C -0.011 6.294 -0.197
N 4.068 6.750 -1.475
H 3.942 8.707 1.393
H 4.248 9.015 -0.383
H 5.472 8.313 0.422
H 4.034 6.119 0.492
H 1.918 8.165 -0.782
H 1.915 7.504 1.046
H -0.479 5.335 -0.503
H -0.447 7.067 -0.753
H -0.388 6.428 0.862
H 3.349 6.238 -1.954
H 4.959 6.265 -1.506
C -5.646 -3.221 -0.404
C -5.423 -1.826 0.054
C -5.965 -1.669 1.502
O -7.394 -1.591 1.570
C -7.938 -0.321 1.353
N -3.982 -1.531 0.086
H -5.105 -3.896 0.288
H -5.490 -3.468 -1.421
H -6.672 -3.502 -0.265
H -5.978 -1.084 -0.544
H -5.552 -0.857 2.036
H -5.758 -2.505 2.138
H -7.619 0.396 2.102
H -9.015 -0.415 1.389
H -7.732 0.066 0.365
H -3.539 -2.249 0.672
H -3.643 -1.779 -0.830
C 3.595 -3.311 -4.296
C 3.806 -3.968 -2.900
C 3.263 -2.904 -1.760
O 3.885 -1.615 -1.818
C 5.179 -1.555 -1.309
N 3.099 -5.251 -2.785
H 4.149 -3.779 -5.124
H 3.875 -2.240 -4.247
H 2.539 -3.325 -4.561
H 4.900 -4.166 -2.657
H 3.417 -3.501 -0.812
H 2.202 -2.733 -1.765
H 5.424 -0.547 -1.016
H 5.945 -1.904 -2.042
H 5.273 -2.218 -0.370
H 3.705 -6.036 -3.069
H 2.289 -5.250 -3.369
C -6.806 -1.051 -4.547
C -5.691 -0.174 -3.943
C -4.347 -0.584 -4.403
O -3.396 0.131 -3.611
C -2.051 -0.108 -4.013
N -5.846 1.245 -4.270
H -6.633 -2.103 -4.413
H -6.788 -0.886 -5.655
H -7.772 -0.808 -4.172
H -5.729 -0.331 -2.861
H -4.179 -0.311 -5.469
H -4.231 -1.644 -4.139
H -1.414 0.270 -3.194
H -1.797 0.425 -4.922
H -1.754 -1.197 -4.266
H -6.676 1.594 -3.789
H -5.109 1.738 -3.745
C -1.622 -1.176 7.983
C -2.227 -1.146 6.568
C -3.746 -0.681 6.600
O -4.509 -1.774 7.157
C -5.345 -2.420 6.208
N -1.505 -0.312 5.597
H -2.276 -1.718 8.670
H -1.437 -0.190 8.359
H -0.621 -1.704 7.998
H -2.394 -2.181 6.239
H -4.029 -0.474 5.559
H -3.850 0.265 7.174
H -5.847 -3.297 6.606
H -4.774 -2.770 5.362
H -6.224 -1.806 5.909
H -1.112 0.498 6.101
H -0.777 -0.895 5.176
C 2.830 -8.327 0.093
C 1.829 -7.214 0.345
C 2.518 -6.046 1.038
O 2.949 -6.427 2.300
C 1.879 -6.292 3.254
N 1.163 -6.873 -0.910
H 3.218 -8.149 -0.910
H 2.235 -9.216 0.203
H 3.723 -8.422 0.689
H 1.006 -7.563 0.928
H 1.828 -5.225 1.124
H 3.414 -5.800 0.525
H 1.630 -5.229 3.535
H 2.314 -6.833 4.101
H 0.932 -6.784 2.938
H 1.889 -6.296 -1.382
H 0.403 -6.178 -0.682
C 1.452 0.731 -0.041
C 0.496 0.935 1.103
C -0.914 1.080 0.555
O -1.871 1.422 1.538
C -1.790 2.821 1.900
N 0.411 -0.130 2.177
H 1.394 1.641 -0.670
H 1.229 -0.165 -0.663
H 2.484 0.746 0.288
H 0.742 1.899 1.725
H -1.203 0.101 0.236
H -1.056 1.718 -0.367
H -2.624 2.975 2.515
H -1.977 3.419 0.994
H -0.892 3.163 2.492
H -0.220 0.307 2.920
H 1.313 -0.133 2.629
C -0.420 -2.713 -1.865
C -1.495 -3.702 -1.437
C -1.899 -4.721 -2.570
O -2.562 -4.085 -3.665
C -2.571 -4.905 -4.843
N -0.941 -4.569 -0.450
H 0.481 -3.246 -2.272
H 0.000 -2.203 -0.996
H -0.736 -1.968 -2.553
H -2.425 -3.214 -1.117
H -2.564 -5.440 -2.135
H -0.932 -5.247 -2.888
H -3.091 -5.790 -4.782
H -1.558 -5.250 -4.986
H -2.885 -4.264 -5.717
H -1.656 -5.240 -0.169
H -0.690 -4.142 0.448
C 6.626 2.409 -1.341
C 5.196 2.812 -1.393
C 4.439 2.098 -2.482
O 3.117 2.587 -2.595
C 2.367 1.755 -3.490
N 4.437 2.541 -0.123
H 7.084 2.476 -2.288
H 6.765 1.402 -0.879
H 7.184 3.050 -0.683
H 5.092 3.905 -1.570
H 4.448 1.023 -2.276
H 4.894 2.334 -3.499
H 3.007 1.421 -4.297
H 1.506 2.342 -3.844
H 1.929 0.878 -2.960
H 4.596 3.270 0.502
H 3.455 2.605 -0.353
C -0.385 5.362 -6.745
C -1.197 4.114 -6.762
C -1.778 3.862 -5.330
O -0.795 3.357 -4.401
C -1.169 3.301 -3.036
N -2.297 4.097 -7.718
H 0.058 5.548 -7.737
H 0.501 5.303 -6.126
H -0.997 6.229 -6.419
H -0.533 3.264 -6.986
H -2.512 3.047 -5.482
H -2.342 4.725 -4.990
H -1.894 2.533 -2.886
H -1.594 4.258 -2.645
H -0.288 3.076 -2.442
H -2.903 4.861 -7.473
H -2.841 3.241 -7.673
C 5.780 1.921 4.658
C 5.624 1.378 3.176
C 6.277 0.011 3.068
O 5.547 -0.977 3.781
C 5.892 -2.321 3.455
N 4.156 1.344 2.728
H 5.647 3.001 4.690
H 6.720 1.690 5.130
H 4.963 1.456 5.269
H 6.039 2.168 2.536
H 7.322 -0.001 3.479
H 6.373 -0.210 1.984
H 5.715 -2.479 2.418
H 5.292 -2.959 4.087
H 6.959 -2.545 3.659
H 4.023 1.089 1.771
H 3.657 0.851 3.437
C -4.574 2.311 -0.691
O -4.806 3.117 -1.538
N -5.133 2.389 0.592
N -3.920 1.129 -0.920
H -4.680 2.035 1.332
H -5.530 3.307 0.854
H -3.714 0.888 -1.847
H -3.823 0.433 -0.236
C -1.565 -3.602 3.356
O -0.834 -4.106 2.494
N -2.313 -4.366 4.229
N -1.782 -2.239 3.331
H -2.592 -3.913 5.097
H -1.828 -5.267 4.276
H -2.370 -1.647 3.865
H -1.202 -1.742 2.722
C 2.599 5.018 3.197
O 2.310 6.205 3.127
N 2.436 4.158 2.195
N 3.096 4.518 4.394
H 1.951 4.516 1.416
H 2.767 3.181 2.218
H 3.601 3.654 4.309
H 3.452 5.175 5.073
*
```